Record 1
Here is a molecular structure, C17H17N7SSeZn from the Open Molecules 2025 dataset. Energies are from ωB97M-V/def2-TZVPD.

Geometry as XYZ:
```
44
Properties=species:S:1:pos:R:3:forces:R:3
C -3.18433 -3.61525 1.25572 0.011 0.001 -0.026
N 4.05854 -0.38097 -0.34298 0.042 -0.032 -0.071
C 0.35625 -2.39952 1.29070 -0.058 -0.001 -0.153
N -1.57020 -1.73869 -0.00750 0.127 -0.138 0.212
H 4.46753 0.03026 -1.16172 -0.027 -0.017 0.045
N -5.28050 2.75025 1.13026 -0.081 0.031 -0.069
H -3.01677 2.39491 3.58602 0.024 0.002 0.032
Zn -0.24727 0.02710 -0.20157 0.182 0.193 0.177
C -3.43372 2.29079 2.59390 0.068 -0.051 0.078
N -1.63256 1.01988 -3.02266 -0.165 -0.248 -0.031
C -1.07193 -2.53167 0.97110 -0.013 0.018 -0.034
N 0.98022 -1.48546 0.66604 0.073 -0.165 0.090
H -3.21075 -1.24880 -1.13511 -0.027 0.086 -0.073
H 0.84791 -3.10756 1.95179 0.001 -0.035 -0.019
C -4.67933 2.82018 2.31496 -0.022 0.056 0.151
C -1.35642 3.42222 -2.95640 0.082 -0.073 0.158
N -0.62864 1.98849 -1.18881 -0.037 -0.141 -0.120
H 0.29462 2.85774 0.42284 0.020 -0.013 0.009
H -2.87986 1.07388 -0.48515 0.042 -0.113 -0.091
C -3.68967 -2.81602 0.24628 0.058 0.046 -0.026
Se -1.02908 0.86206 2.01544 0.062 0.000 -0.053
H -5.07760 2.06318 -0.79322 -0.024 0.001 -0.046
C -0.87393 4.51400 -2.27330 -0.038 -0.018 0.011
H -0.98680 5.50316 -2.69535 0.009 0.040 -0.003
C -1.85499 -3.47991 1.61398 -0.025 0.115 -0.073
H -1.84200 3.52120 -3.91569 -0.029 0.008 -0.056
H 0.15155 5.16923 -0.48346 0.016 0.014 0.008
C -3.35291 1.54933 0.35826 0.072 -0.044 -0.075
C -2.84311 -1.89533 -0.35142 -0.115 0.017 0.031
H -4.71701 -2.88805 -0.07515 -0.048 -0.003 -0.016
C -0.24152 4.33574 -1.04489 -0.015 -0.014 -0.017
H -3.81429 -4.33734 1.75548 -0.029 -0.028 0.016
C -2.72430 1.61807 1.59808 -0.011 0.089 0.094
S 1.77624 -0.03931 -1.63405 -0.038 0.093 0.161
C -1.19049 2.15586 -2.38108 0.083 0.115 -0.208
C -4.60026 2.12093 0.17933 -0.042 -0.025 -0.082
C -0.14610 3.05815 -0.54477 -0.105 0.100 0.066
H 4.64083 -0.80786 0.35715 0.017 0.006 -0.004
N 2.31774 -1.35147 0.72168 -0.183 0.065 -0.143
H -1.42047 -4.08839 2.39270 0.043 -0.031 0.043
H -5.22850 3.33451 3.09532 -0.016 0.027 0.042
H -1.80976 1.11095 -4.00987 -0.004 0.008 0.031
H -1.13330 0.17211 -2.79139 0.056 0.033 -0.045
C 2.73703 -0.64378 -0.31774 0.063 0.026 0.074
```
Forces are in eV/Å.

**2S+1**: 1
**HOMO**: -7.309 eV
**LUMO**: -0.306 eV

Mulliken atomic charge list, values in e, 8 entries: number 1, C, carries -0.25; number 2, N, carries -0.39; number 3, C, carries -0.60; number 4, N, carries 0.10; number 5, H, carries 0.19; number 6, N, carries -0.61; number 7, H, carries 0.37; number 8, Zn, carries 0.24

***

Record 2
Here is a single C17H17NO4 molecule from the Open Molecules 2025 dataset. Energies are from ωB97M-V/def2-TZVPD.

Geometry as XYZ:
```
39
Properties=species:S:1:pos:R:3:forces:R:3
C 2.90322 0.85074 0.08873 0.072 -0.167 -0.281
C 3.24202 -1.48514 0.85941 0.012 0.034 0.204
H -5.17586 -0.76793 -2.18109 -0.034 0.046 -0.103
O -3.33237 -0.48860 -0.34828 0.102 0.237 0.087
C 0.41931 -0.12637 1.37419 0.172 -0.113 -0.060
H -1.54242 -2.50607 0.02986 -0.094 -0.069 -0.062
H -1.29257 3.48449 0.30138 -0.020 -0.021 0.027
H 4.23579 -0.02864 -3.42343 0.031 -0.027 -0.076
C -3.83229 -1.72846 -0.80740 -0.207 -0.315 -0.152
C -2.18710 3.14392 0.83320 0.066 0.198 0.066
H 2.79693 2.86154 -0.60906 -0.053 0.114 0.028
C 1.78770 0.12257 1.99666 -0.432 -0.233 0.185
H 0.64923 -2.23059 1.03606 0.073 -0.067 0.019
C 3.86867 0.21379 -2.43803 0.053 -0.131 -0.074
C 3.26409 -0.46560 -0.21354 -0.040 0.231 0.007
C 0.00878 -1.36808 0.93825 0.187 0.217 0.182
N 2.62879 -1.04572 1.99640 -0.011 0.130 0.338
C 3.05766 1.84713 -0.86647 -0.054 0.019 0.180
H 3.65033 2.30142 -2.86291 0.002 0.069 -0.052
C 3.53820 1.52379 -2.12202 -0.045 0.021 0.109
O -2.55806 1.84519 0.44299 -0.008 -0.407 -0.080
H -3.87625 -2.44872 0.02183 0.083 0.076 -0.091
C -1.24512 -1.52402 0.35976 -0.344 0.043 -0.134
C -1.67048 0.83461 0.64016 -0.079 0.014 -0.009
H 1.66867 0.47262 3.03149 0.075 -0.131 -0.261
H -0.07459 1.93448 1.55986 -0.042 0.166 -0.007
H -5.65053 -2.41364 -1.72665 -0.059 -0.085 -0.043
H 2.58274 -1.68060 2.77810 0.076 -0.017 -0.085
C -5.22573 -1.48195 -1.36401 0.416 0.053 0.190
H -3.02892 3.78111 0.56706 0.086 -0.003 0.040
C 3.74252 -0.77422 -1.48162 -0.049 0.056 0.075
O 2.43104 1.18926 1.32460 0.272 0.230 -0.134
H 4.01897 -1.79760 -1.68480 0.038 -0.090 -0.003
H -3.17649 -2.13449 -1.59043 -0.017 0.031 0.140
O 3.77427 -2.57290 0.79044 0.053 -0.226 -0.165
C -0.42599 0.97261 1.22215 -0.216 0.048 -0.040
C -2.09477 -0.44367 0.20233 0.028 0.061 0.019
H -5.86631 -1.07324 -0.58773 -0.102 0.015 0.056
H -2.01309 3.20695 1.91257 0.010 -0.008 -0.041
```
Forces are in eV/Å.

**2S+1**: 1
**SMILES**: CCOc1ccc([C@H]2NC(=O)c3ccccc3O2)cc1OC
**HOMO**: -8.238 eV
**LUMO**: 0.659 eV

Mulliken atomic charge list, values in e, 8 entries: number 1, C, carries 0.59; number 2, C, carries 0.21; number 3, H, carries 0.33; number 4, O, carries -0.35; number 5, C, carries -0.29; number 6, H, carries 0.38; number 7, H, carries 0.36; number 8, H, carries 0.40

***

Record 3
Here is a molecular structure, C17H17NO9PmS at a distorted geometry from the Open Molecules 2025 dataset. Energies are from ωB97M-V/def2-TZVPD.

Geometry as XYZ:
```
46
Properties=species:S:1:pos:R:3:forces:R:3
H 4.59219 2.10087 -0.94017 0.001 -0.161 0.381
H -4.02508 1.89408 -0.46000 0.161 -0.246 0.646
H -3.63282 -0.30209 0.27429 0.733 -0.422 -0.842
C 3.79598 1.61444 -1.49757 0.457 -0.832 -1.067
H 4.40770 -1.25065 4.63702 -0.300 0.100 -0.247
C 3.26677 -2.61852 3.46683 0.204 -0.045 -0.434
C -5.50688 1.08221 -2.35293 0.435 0.775 0.646
H -5.99073 1.25371 -3.28923 -0.410 -0.191 -0.669
C 2.96229 -0.40575 1.67588 0.204 0.311 0.300
N 2.73995 0.99917 -0.72708 0.184 0.171 -0.220
O 1.26720 1.44139 1.08104 0.449 0.220 0.266
C -3.34041 1.34848 -1.10620 -0.763 -0.206 -0.998
O 3.67720 2.07082 1.37980 -0.565 -0.437 -0.298
H -5.93370 -0.54421 -0.84005 -0.526 0.291 0.037
C 3.81210 -1.38592 3.72666 0.115 1.057 0.257
H 3.99170 0.60137 3.25167 0.625 2.126 0.267
C 3.58305 -0.27242 2.89501 0.520 -2.548 0.643
O 1.97475 2.80579 -2.62011 0.450 0.043 0.800
H 2.92000 -3.42916 5.44413 -0.396 -0.400 -0.682
C -4.07484 -0.74265 -1.88616 1.094 -1.492 -0.061
O -3.60295 0.01235 -2.97959 0.254 0.298 -0.765
C 3.28102 2.66535 -2.48026 -1.467 -1.112 -0.292
H -6.06919 -0.93335 -2.59503 -0.195 -0.377 0.309
C -4.02629 1.29997 -2.47375 1.002 -1.313 -0.258
O 4.08188 3.18584 -3.19160 1.453 1.274 -0.982
H 4.27561 0.84404 -2.16957 -0.328 0.711 0.687
H 2.06828 -3.65637 1.99811 0.471 0.478 0.038
O -1.62057 -1.96142 -0.46187 -0.185 1.125 -0.095
C 2.50176 -1.66785 1.32555 -1.076 0.062 -0.179
H 4.38622 -3.98642 4.81306 0.276 0.231 -0.556
S 2.70803 1.15008 0.80670 -0.368 0.057 0.709
C -5.55818 -0.34414 -1.83796 0.504 -0.610 0.023
C 2.60586 -2.72182 2.23921 -0.670 -0.795 -0.438
Pm 0.49934 1.98267 -1.16399 -0.163 -1.624 0.298
C -1.71478 -0.76376 -0.76732 0.563 -1.238 -0.404
H 1.88105 -1.76959 0.42252 0.475 -0.156 0.342
H -3.93975 -1.82947 -2.08544 0.124 0.765 0.232
H -3.65649 2.07346 -3.10361 0.007 0.556 -0.716
C 3.37580 -3.73504 4.48070 -0.431 -0.777 -0.222
H 2.95443 -4.68048 4.02919 0.123 0.967 0.890
O -0.70980 -0.04374 -1.17895 -0.662 0.100 0.305
O -1.52077 2.52321 -2.19438 -0.028 0.450 -0.521
H -5.85167 1.81778 -1.67507 -0.889 0.712 0.869
C -3.16111 -0.19174 -0.73944 -1.367 1.622 0.651
O -1.59332 2.32916 0.00507 0.786 0.878 0.382
C -2.08085 2.14033 -1.13512 -0.882 -0.396 0.967
```
Forces are in eV/Å.

**Charge**: -1
**2S+1**: 5
**⟨S²⟩**: 6.00
**HOMO (alpha / beta)**: -6.354 / -6.354 eV
**LUMO (alpha / beta)**: 2.570 / 2.572 eV

Mulliken atomic charge list, values in e, 8 entries: number 1, H, carries 0.31; number 2, H, carries 0.43; number 3, H, carries 0.37; number 4, C, carries -0.45; number 5, H, carries 0.31; number 6, C, carries 0.83; number 7, C, carries -1.02; number 8, H, carries 0.41